{"formula": "C44H125N9O17", "method": "the ωB97M-V functional and the def2-TZVPD basis", "symbols": ["C", "O", "H", "H", "H", "H", "C", "O", "H", "H", "H", "H", "C", "C", "C", "O", "C", "N", "H", "H", "H", "H", "H", "H", "H", "H", "H", "H", "H", "C", "C", "C", "O", "C", "N", "H", "H", "H", "H", "H", "H", "H", "H", "H", "H", "H", "C", "C", "C", "O", "C", "N", "H", "H", "H", "H", "H", "H", "H", "H", "H", "H", "H", "C", "C", "C", "O", "C", "N", "H", "H", "H", "H", "H", "H", "H", "H", "H", "H", "H", "C", "C", "C", "O", "C", "N", "H", "H", "H", "H", "H", "H", "H", "H", "H", "H", "H", "C", "C", "C", "O", "C", "N", "H", "H", "H", "H", "H", "H", "H", "H", "H", "H", "H", "C", "C", "C", "O", "C", "N", "H", "H", "H", "H", "H", "H", "H", "H", "H", "H", "H", "C", "C", "C", "O", "C", "N", "H", "H", "H", "H", "H", "H", "H", "H", "H", "H", "H", "C", "C", "C", "O", "C", "N", "H", "H", "H", "H", "H", "H", "H", "H", "H", "H", "H", "C", "C", "O", "O", "H", "H", "H", "H", "H", "H", "C", "C", "O", "O", "H", "H", "H", "H", "H", "H", "C", "C", "O", "O", "H", "H", "H", "H", "H", "H"], "positions_angstrom": [[-3.9347, 6.1642, -1.0606], [-4.5799, 5.1690, -0.2937], [-3.8345, 5.8325, -2.0940], [-4.4814, 7.1069, -1.0822], [-2.9332, 6.3681, -0.6818], [-4.1461, 4.3180, -0.3899], [0.5341, 1.5154, 7.2465], [1.7363, 1.1415, 7.7475], [-0.2281, 1.5446, 8.0251], [0.6109, 2.5351, 6.8691], [0.1919, 1.0146, 6.3408], [2.3144, 1.1661, 6.9816], [5.8869, 2.4769, 5.8334], [6.5386, 1.0816, 5.8477], [6.0802, 0.1234, 4.7532], [4.6523, 0.0887, 4.8383], [4.0865, -0.8023, 3.8344], [7.9774, 1.2186, 5.8104], [5.9281, 2.9913, 6.7935], [4.8319, 2.4813, 5.5594], [6.3050, 3.1458, 5.0812], [6.2982, 0.6103, 6.8007], [6.5032, -0.8678, 4.9166], [6.4403, 0.5649, 3.8239], [3.0185, -0.6052, 3.7419], [4.1206, -1.8471, 4.1433], [4.4154, -0.6137, 2.8124], [8.2736, 1.5973, 4.9221], [8.2252, 1.9467, 6.4650], [10.8384, -1.5994, 1.3099], [10.5314, -2.5465, 0.1450], [9.1646, -2.2078, -0.5306], [8.0651, -2.4912, 0.2577], [7.7029, -3.8573, 0.3758], [11.6817, -2.5528, -0.7374], [11.8122, -1.7069, 1.7876], [10.1392, -1.7492, 2.1326], [10.7318, -0.5613, 0.9952], [10.5244, -3.5483, 0.5744], [9.1111, -2.5541, -1.5627], [9.2161, -1.1316, -0.6957], [8.4462, -4.5349, 0.7959], [7.3935, -4.2213, -0.6039], [6.8230, -3.9827, 1.0067], [11.8026, -1.6533, -1.1805], [11.6168, -3.2609, -1.4548], [1.9924, -10.9972, -8.6239], [1.4713, -10.9554, -7.1997], [0.5445, -9.7888, -6.9450], [1.0210, -8.4350, -7.0734], [2.2123, -8.1123, -6.5178], [0.8039, -12.1843, -6.9073], [1.2550, -11.3098, -9.3632], [2.8489, -11.6711, -8.6018], [2.3958, -10.0177, -8.8808], [2.3711, -10.8699, -6.5905], [0.1265, -9.8186, -5.9388], [-0.3334, -9.8895, -7.5831], [2.2376, -8.2861, -5.4421], [2.3048, -7.0372, -6.6721], [2.9611, -8.6454, -7.1036], [0.5056, -12.3044, -5.9498], [1.4211, -12.9303, -7.1948], [-5.7767, 1.3548, 6.2155], [-6.9808, 1.8910, 7.0718], [-6.4345, 2.7474, 8.2068], [-5.8888, 1.8392, 9.1434], [-5.5715, 2.4591, 10.3893], [-7.8414, 2.7354, 6.1950], [-4.9350, 2.0448, 6.1563], [-6.1196, 0.9847, 5.2493], [-5.4603, 0.4234, 6.6850], [-7.6112, 1.0770, 7.4295], [-7.1463, 3.4284, 8.6734], [-5.6898, 3.4629, 7.8582], [-4.7914, 1.8079, 10.7838], [-6.5447, 2.3789, 10.8736], [-5.1866, 3.4610, 10.1991], [-7.3427, 3.5244, 5.8090], [-8.1302, 2.1880, 5.3968], [0.0777, 1.3198, -0.0022], [-0.7977, 0.4471, -0.9747], [-0.2928, -1.0263, -1.1718], [0.9850, -0.9434, -1.7826], [1.4902, -2.2267, -2.0970], [-2.2224, 0.5576, -0.5983], [1.1093, 1.4140, -0.3415], [0.1538, 1.0240, 1.0441], [-0.2904, 2.3412, -0.0987], [-0.6129, 0.9426, -1.9278], [-0.9419, -1.6330, -1.8032], [-0.2294, -1.4529, -0.1708], [2.2877, -2.1309, -2.8339], [0.7490, -2.8968, -2.5326], [1.9050, -2.8252, -1.2859], [-2.7833, 0.1375, -1.3256], [-2.4286, 0.0278, 0.2365], [6.0510, 7.4217, -2.0953], [4.8963, 6.7981, -2.9407], [4.3515, 5.4111, -2.3849], [5.4192, 4.4675, -2.4574], [5.0110, 3.1549, -2.0115], [3.7936, 7.7488, -2.9591], [6.7919, 6.6235, -2.1400], [5.8354, 7.6425, -1.0499], [6.5870, 8.2925, -2.4729], [5.2684, 6.6286, -3.9511], [3.4817, 5.1014, -2.9644], [4.0253, 5.4978, -1.3485], [4.0990, 2.8750, -2.5386], [4.8001, 3.2230, -0.9442], [5.7854, 2.4211, -2.2351], [3.5168, 7.7699, -1.9880], [3.0534, 7.1982, -3.3702], [-3.4186, -8.1258, 2.0609], [-2.2691, -7.3491, 2.8976], [-1.1297, -6.8373, 2.0521], [-0.5588, -7.9052, 1.2856], [0.7754, -7.6395, 0.8483], [-2.7890, -6.1834, 3.6008], [-3.0782, -9.1501, 1.9089], [-3.6857, -7.6081, 1.1396], [-4.2831, -8.1490, 2.7245], [-1.9248, -8.0150, 3.6888], [-0.3786, -6.4939, 2.7635], [-1.4608, -6.0289, 1.4002], [1.3388, -8.4847, 0.4531], [1.3992, -7.0654, 1.5334], [0.6844, -6.9062, 0.0470], [-3.5067, -6.4858, 4.2439], [-2.0277, -5.9319, 4.2150], [-8.3326, 3.6758, -4.0596], [-8.8139, 2.6519, -2.9622], [-10.1210, 3.0150, -2.2011], [-10.1076, 4.3169, -1.6696], [-10.0577, 4.3573, -0.2634], [-9.0255, 1.3130, -3.5277], [-8.0572, 4.5989, -3.5495], [-9.1828, 3.9550, -4.6819], [-7.5610, 3.3352, -4.7500], [-7.9590, 2.5215, -2.2987], [-10.4702, 2.3030, -1.4533], [-10.8649, 3.0403, -2.9974], [-10.9552, 3.8101, 0.0248], [-10.1059, 5.3706, 0.1353], [-9.2009, 3.8391, 0.1672], [-8.1817, 1.0179, -3.9977], [-9.1251, 0.6149, -2.8046], [5.2504, 12.2594, 0.4201], [4.6327, 12.2885, 1.8588], [4.2983, 10.8344, 2.4962], [3.2383, 10.0196, 1.8629], [3.1880, 8.6969, 2.3856], [5.5774, 12.9960, 2.6238], [6.3047, 11.9832, 0.4386], [5.2487, 13.2571, -0.0189], [4.7451, 11.5866, -0.2728], [3.7675, 12.9512, 1.8791], [4.0405, 10.9336, 3.5506], [5.2505, 10.3110, 2.5824], [2.8513, 8.7190, 3.4221], [4.1362, 8.1605, 2.4230], [2.4415, 8.1524, 1.8075], [5.9024, 13.8560, 2.2056], [6.3973, 12.4242, 2.7682], [-3.6765, 0.1758, -6.3620], [-2.3377, -0.3346, -6.9055], [-2.3670, -1.6012, -7.5752], [-4.1673, -0.4299, -5.1560], [-4.5146, 0.0819, -7.0525], [-3.5539, 1.2226, -6.0841], [-1.5918, -0.3051, -6.1113], [-2.0275, 0.3919, -7.6565], [-2.2664, -2.2814, -6.9053], [-4.2961, -1.3647, -5.3323], [-3.4377, -6.1111, -4.8750], [-4.6692, -5.4252, -4.2766], [-5.1126, -4.5411, -5.2436], [-2.3272, -5.2592, -5.0584], [-3.6982, -6.5198, -5.8513], [-3.1271, -6.9389, -4.2374], [-4.5111, -4.8582, -3.3593], [-5.4290, -6.1786, -4.0683], [-5.3932, -5.1024, -5.9701], [-1.6264, -5.7915, -5.4420], [-6.5558, -2.9662, 1.1491], [-7.1459, -2.1944, -0.0416], [-8.5684, -2.3187, -0.1865], [-5.3293, -2.4903, 1.6082], [-6.5330, -4.0215, 0.8773], [-7.2414, -2.8514, 1.9888], [-6.8201, -2.4698, -1.0446], [-6.8797, -1.1439, 0.0752], [-8.7663, -3.1901, 0.1643], [-4.9112, -3.2045, 2.0947]], "atomic_forces_ev_per_a": [[0.5809, -0.3973, -0.4694], [-0.6230, 0.3570, 0.3959], [0.0408, 0.0681, -0.2060], [-0.3140, -0.2887, 0.3623], [0.1316, 0.1038, 0.0871], [0.1891, 0.1158, -0.1652], [-1.9998, 1.9647, -0.9253], [1.7400, -1.1000, 0.3629], [0.0122, -0.3859, -0.0861], [-0.1994, 0.6184, 0.1305], [-0.1397, -0.9123, 0.2258], [0.6423, -0.2085, 0.2608], [-0.9970, 0.0682, -0.5646], [-0.3072, 0.4786, 0.5141], [-0.5626, 1.0229, 0.8571], [-0.0574, -1.0406, -1.6589], [-0.7961, 0.7909, 0.7276], [0.6974, -0.2442, 0.0725], [0.3303, -0.1800, 0.1083], [-0.2005, -0.4253, 0.1698], [0.5239, -0.1167, -0.0640], [-0.1250, -0.0419, 0.1076], [0.1343, -0.0380, -0.1100], [-0.2086, -0.2992, -0.5815], [-0.1364, 0.3492, 0.4893], [0.6438, -0.0871, -0.1344], [0.8021, -0.1460, 0.1425], [-0.0212, -0.0295, -0.3693], [0.2275, -0.0452, 0.3023], [-0.6479, 0.1963, 0.3913], [0.3505, -0.3395, 0.5468], [1.7773, 0.5699, 0.0530], [-0.8165, -0.2972, 0.8809], [-0.4109, -0.1206, -0.5305], [0.0729, 0.1603, -0.3234], [0.1855, -0.3106, -0.5439], [-0.3355, 0.0451, -0.1261], [0.0610, 0.1468, -0.0702], [-0.3898, -0.2033, -0.0518], [-0.1282, -0.9329, -0.0729], [-0.3974, 0.3472, 0.3229], [0.4639, 0.2693, -0.0814], [0.1735, -0.2498, -0.2388], [0.0271, 0.5985, 0.1417], [0.0860, 0.1205, -0.1601], [-0.0848, 0.0123, -0.1265], [0.4587, 0.2597, 0.2122], [0.7326, 0.8420, -0.1586], [-0.6729, 0.9114, 0.7058], [-2.6535, -1.1802, -1.5415], [0.9916, 0.4363, -0.0386], [-0.7069, -0.6483, -0.3577], [-0.0272, 0.0034, 0.1184], [-0.0394, -0.2384, -0.4479], [-0.1097, 0.0439, -0.2025], [0.1785, 0.4151, 0.3866], [0.1009, -0.5171, 0.4698], [0.1536, 0.1879, -0.3385], [0.3374, -0.3616, 0.2270], [0.3656, 0.0205, 0.0152], [0.8675, 0.1459, 0.6446], [0.2394, 0.0416, 0.0686], [-0.2384, -0.3441, 0.2588], [-0.9410, -1.3038, 1.1954], [0.7234, 1.5044, -2.1590], [-0.2436, -0.5632, 0.3786], [0.5126, 0.2879, -0.7621], [-0.4119, -1.1351, -1.3668], [-0.3213, -0.1952, 0.6903], [-0.2102, 0.0376, -0.1611], [-0.0224, 0.5579, -0.2506], [0.5915, 0.0828, 0.2617], [0.2148, 0.0569, 0.2104], [-0.8034, -0.3883, 0.1344], [0.5811, -0.1374, -0.4111], [-0.1991, 0.3033, 0.6190], [0.4577, 0.7140, 1.1179], [-0.1221, 0.1690, 0.4605], [0.2908, 0.0935, 0.0887], [-0.0918, -0.0868, -0.0543], [-0.0071, -0.2106, -0.8444], [0.6871, -0.0735, 0.6001], [0.2282, 1.7111, 0.5268], [0.0959, -0.8556, 0.1564], [0.3320, -0.3086, -0.5884], [0.6883, -0.0395, -0.4944], [0.0719, -0.4557, -0.2702], [-0.5080, -0.1857, 0.0180], [-0.3208, -0.0432, 0.3974], [-0.5214, -0.0495, -0.2475], [-0.3707, 0.1051, 0.0029], [0.0779, -0.4858, 0.1564], [-0.0182, 0.2788, 0.0167], [-0.4640, 0.2178, -0.2473], [0.0381, 0.4578, 0.6992], [-0.1913, 0.0097, -0.1858], [0.1374, -0.0490, 0.2799], [0.4639, -1.6174, -0.5094], [0.2669, 0.2653, 1.2991], [2.0377, 0.7711, -0.2725], [-0.4982, -0.7199, -0.0911], [-0.0898, 1.2252, -0.3286], [-0.2222, -0.6590, -0.1819], [0.3598, 0.0027, 0.5503], [-0.4560, -0.2461, 0.0128], [-0.6585, 0.1198, -0.5719], [-0.0437, -0.0243, -0.0408], [-0.0623, -0.1462, -0.3518], [-0.0741, 0.2712, 0.3213], [-0.1338, -0.1939, -0.0132], [0.0264, -0.3437, 0.1681], [0.0808, 0.2851, 0.1061], [-0.2771, 0.6160, 0.3975], [-0.7319, 0.4039, -0.4725], [1.4841, 1.0643, 1.6525], [-1.7380, -1.0473, -1.0359], [0.6372, -1.1976, -0.1686], [0.6804, -0.3454, 0.5530], [-0.6209, 1.5161, -0.7583], [-0.2317, 0.3761, -0.0297], [-0.0832, 0.1597, -0.3458], [0.1629, -0.1090, 0.0067], [-0.1789, -0.0966, -0.1236], [0.4316, -0.6539, -0.4832], [0.2795, 0.4668, -0.0952], [-0.0350, 0.1742, -0.0114], [-0.5933, -0.3346, 0.3653], [-0.0745, -0.4702, 0.8478], [0.0960, -0.0311, -0.6263], [-0.3435, -0.0448, 0.0001], [0.0891, 0.6186, 0.2304], [-1.7120, -0.1130, 0.9201], [1.0390, -0.6166, 0.0926], [0.3985, 0.8470, -1.5344], [0.7402, 0.8548, -0.0204], [-0.7301, -0.7437, 0.0111], [-0.2522, -0.1327, -0.7217], [0.3391, -0.0906, -0.0629], [-0.1772, -0.0957, -0.1405], [0.1769, -0.2890, 0.4788], [0.0061, 0.6386, 0.6804], [0.4431, -0.3689, 0.0221], [-0.3032, -0.1902, -0.0391], [-0.1304, 0.0644, 0.8394], [0.0484, 0.0261, -0.4293], [0.2982, 0.0168, -0.1043], [0.1167, 0.1074, -0.3455], [-0.2762, 0.0619, 0.3625], [-0.9169, -0.7255, -0.1348], [-0.7292, -1.1402, -1.9960], [-0.3357, 0.7224, -0.1623], [1.9133, 1.0160, 0.0837], [-0.3754, 0.5971, 0.4208], [1.3079, 0.0476, 2.7661], [0.0144, -0.3058, 0.3205], [-0.2729, 0.1213, 0.1017], [-0.1231, -0.0091, -0.0705], [-0.5649, -0.5814, -0.3260], [-0.3835, 0.5432, 0.1154], [0.2086, -0.4966, -0.7019], [-0.2122, 0.0563, 0.2501], [0.2892, 0.1169, -0.5157], [0.1942, 0.0105, -0.0747], [-0.2994, -0.0241, -0.1967], [0.2882, 0.0290, 0.1053], [-0.4570, -0.3206, 0.6210], [-0.5488, 0.2059, -0.3268], [-0.1477, 0.4713, 0.5442], [0.7272, -0.1373, 0.0632], [0.3996, 0.1848, -0.7011], [0.0673, 0.0893, -0.2131], [0.0471, -0.1593, 0.1455], [0.0584, 0.0034, -0.1008], [-0.0393, -0.2255, 0.0207], [-0.1422, -0.2282, 0.0177], [0.2582, -0.6833, 0.8818], [1.1037, -0.4839, -0.2377], [-1.0331, 1.1033, -0.6759], [-0.0651, 0.6930, 0.2134], [-0.4357, -0.2054, -0.0949], [-0.1222, -0.3050, 0.1578], [0.4132, -0.0967, -0.0376], [-0.0041, -0.2943, 0.1581], [-0.1448, 0.3383, -0.3648], [0.0955, 0.0421, -0.0399], [-1.4271, -0.2477, -0.2101], [0.1670, 0.6387, -0.6552], [0.3018, -0.0087, 1.0257], [0.9130, 0.3017, -0.5373], [0.2189, -0.2744, 0.0631], [-0.6303, -0.1049, -0.0904], [1.0479, -0.3589, 0.2674], [-0.2658, 0.1393, 0.1363], [-0.4483, -0.1237, -0.0606], [0.1826, 0.0341, 0.0550]], "charge": 0, "energy_ha": -3522.82916, "homo_ev": -8.82, "gap_ev": 8.70, "de_lowest_ev": 0.3241, "lumo_energy_ev": -0.12}